Record 1
Entry from the OMol25 dataset: an isolated molecule of C3H5NO (ωB97M-V with the def2-TZVPD basis set).

The geometry in XYZ format:
```
10
Properties=species:S:1:pos:R:3:forces:R:3:nbo_charge:R:1
C 1.40829 -0.01624 -0.18983 0.26 0.26 0.01 0.38
N 0.86675 1.08608 0.11786 0.09 -0.63 0.20 -0.47
C -0.57393 0.87656 0.06271 -0.54 -1.18 0.09 -0.29
C -0.65987 -0.76839 -0.05298 -0.10 0.61 -0.04 -0.10
O 0.65872 -1.10478 -0.47164 0.24 -0.03 -0.13 -0.49
H 2.47342 -0.18848 -0.27054 0.02 0.10 -0.06 0.19
H -0.98199 1.71497 -0.55839 -0.18 -1.49 -0.17 0.22
H -1.07336 0.90744 1.01228 0.13 1.16 0.70 0.20
H -0.74915 -1.13489 0.99183 -0.07 0.35 -0.46 0.17
H -1.36889 -1.37226 -0.64130 0.15 0.85 -0.15 0.21
```
Forces are in eV/Å.

Computed properties:
Spin multiplicity   1
HOMO   -0.357 Eh
Energy relative to the best compared isomer or geometry (same formula, charge and spin)   1.312 eV
Total charge   0

***

Record 2
Entry from the OMol25 dataset: a 13-piece molecular cluster, C43H95Cl4O28P3 overall (ωB97M-V with the def2-TZVPD basis set).

The geometry in XYZ format:
```
173
Properties=species:S:1:pos:R:3:forces:R:3:lowdin_charge:R:1
C 0.85395 -2.17598 6.49710 0.41 -0.47 -0.05 -1.01
Cl 0.68163 -1.06985 5.14524 -0.15 0.44 -0.18 0.49
Cl 2.56074 -2.19901 7.07780 -0.76 -0.04 -0.06 0.47
H 0.17672 -1.89521 7.30372 0.30 0.03 -0.11 0.03
H 0.60595 -3.15602 6.08952 0.15 0.06 0.39 0.02
C 2.59279 -7.00255 -0.46859 0.26 -0.52 0.20 -1.04
Cl 2.25550 -6.73936 -2.19228 -0.10 -0.49 0.31 0.49
Cl 3.16207 -5.49228 0.21966 -0.02 0.19 0.45 0.50
H 1.74434 -7.40486 0.08493 -0.37 0.61 -0.38 0.03
H 3.36195 -7.75648 -0.30103 0.22 0.25 -0.60 0.03
C -2.66331 -8.25626 3.59027 0.06 -1.21 -0.34 -0.13
O -2.46680 -7.21210 4.50630 -1.82 2.56 0.95 -0.22
P -3.55689 -5.99054 4.70590 0.95 -0.46 -1.24 0.45
O -3.25363 -5.05734 5.79646 -0.11 -0.68 -0.23 -0.23
O -4.98054 -6.73260 4.72329 2.07 0.53 -0.59 -0.23
C -6.15182 -6.14277 5.26818 -0.57 -0.74 0.18 -0.09
O -3.54198 -5.26657 3.25015 -0.65 -1.16 0.33 -0.23
C -2.43781 -4.50808 2.81195 0.79 1.10 -0.44 -0.12
H -2.45043 -9.13649 4.19687 0.20 -0.32 -0.57 0.09
H -2.00136 -8.15264 2.73050 0.32 -0.03 0.22 0.09
H -3.65151 -8.40209 3.15405 -0.34 0.53 0.42 0.08
H -6.09884 -5.06817 5.44282 0.21 -0.14 -0.03 0.09
H -6.33514 -6.70680 6.18272 -0.22 0.46 0.20 0.09
H -6.94021 -6.40279 4.56182 -0.12 0.34 0.07 0.09
H -1.47030 -5.00610 2.74857 -0.04 -0.53 0.95 0.09
H -2.38719 -3.58966 3.39681 0.32 -0.10 0.14 0.09
H -2.50466 -4.20471 1.76715 -1.05 -0.10 -0.08 0.08
C -0.83007 2.25331 7.99477 2.34 0.20 0.37 -0.14
O -1.88643 1.53707 7.47748 -3.52 -0.68 0.16 -0.23
P -3.30849 1.57366 8.25448 -0.58 1.49 0.51 0.52
O -3.42473 0.86318 9.57184 0.26 0.94 -2.43 -0.25
O -3.51953 3.22434 8.38614 1.05 -2.76 -0.99 -0.24
C -4.55695 3.69712 9.19526 -0.59 0.75 0.51 -0.14
O -4.37175 1.19963 7.07504 1.19 0.12 1.35 -0.22
C -4.14431 -0.01948 6.35537 0.37 -0.32 -0.60 -0.10
H -0.90271 2.53283 9.04581 -0.28 -0.16 0.02 0.10
H -0.61484 3.15008 7.41374 -0.22 0.01 -0.09 0.09
H -0.00869 1.54836 7.86645 0.52 0.44 0.29 0.09
H -4.88399 2.92699 9.89388 -0.15 0.20 0.08 0.08
H -5.37152 4.07450 8.57707 -0.22 -0.37 -0.09 0.09
H -4.19008 4.57945 9.71965 0.12 -0.18 0.30 0.09
H -5.00740 -0.68459 6.38377 -0.04 0.22 0.35 0.09
H -3.25704 -0.54395 6.71003 -0.13 -0.10 0.18 0.08
H -3.94895 0.22316 5.31084 -0.08 0.18 0.01 0.09
C 9.09233 2.85366 3.92497 0.10 0.96 0.58 -0.12
O 8.27786 1.80591 3.46771 -1.86 -1.01 0.19 -0.23
P 7.09771 1.14760 4.38639 2.17 -0.81 0.66 0.44
O 7.60636 0.75566 5.72699 -1.03 0.38 -1.45 -0.24
O 5.86729 2.17478 4.39276 1.00 0.36 -0.72 -0.22
C 4.60092 1.78626 4.88703 -0.83 -1.27 0.70 -0.10
O 6.72038 -0.10897 3.44242 -0.30 1.28 0.48 -0.21
C 6.13365 0.15007 2.15812 -0.28 -0.10 -0.42 -0.10
H 10.10925 2.55618 4.18089 -0.07 -0.50 -0.25 0.09
H 8.68335 3.28095 4.84053 -0.05 0.27 -0.08 0.09
H 9.13056 3.59458 3.12642 0.03 0.12 0.18 0.09
H 4.55619 0.69776 4.85171 -0.39 -0.10 -0.12 0.08
H 3.75705 2.20477 4.33853 0.49 0.16 -0.48 0.09
H 4.40765 2.03433 5.93068 0.64 0.35 0.08 0.09
H 6.84276 -0.02593 1.34925 0.23 -0.10 0.25 0.09
H 5.76490 1.16873 2.03786 0.06 0.08 0.28 0.08
H 5.28666 -0.52254 2.02282 0.07 -0.07 0.14 0.09
O -3.34333 6.65723 -2.02969 2.71 -1.43 -2.12 0.05
C -2.66846 6.04206 -2.89198 -3.60 1.11 1.59 -0.48
O -1.37349 6.16778 -3.14676 -0.53 -0.79 -0.52 -0.02
C -0.57406 7.14381 -2.50597 -0.27 0.73 0.29 -0.22
C 0.66954 7.30080 -3.36468 0.33 0.07 0.54 -0.06
C -3.35788 5.09800 -3.89318 0.57 0.13 -0.34 0.02
H -0.40447 6.82618 -1.47715 0.49 -0.19 -0.05 0.13
H -1.16169 8.05401 -2.38625 0.03 0.19 -0.32 0.12
H 1.20999 6.35430 -3.37695 0.04 0.01 -0.12 0.08
H 1.33682 8.05535 -2.94816 -0.01 -0.03 0.23 0.08
H 0.49236 7.62191 -4.39113 -0.45 -0.18 0.07 0.08
H -3.06683 5.43655 -4.88755 0.27 -0.17 -0.09 0.08
H -4.44727 5.08459 -3.92702 0.13 0.44 0.79 0.08
H -3.03780 4.06232 -3.77901 0.28 0.07 0.06 0.08
O 10.97066 -2.50410 -5.32767 -0.16 -0.69 0.26 0.12
C 10.18443 -1.63517 -5.08712 -1.00 -0.79 -0.25 -0.53
O 8.87574 -1.83497 -4.71706 0.09 1.76 0.13 -0.03
C 8.35124 -3.09547 -4.35057 0.09 -1.68 -0.56 -0.23
C 6.84587 -3.06754 -4.00754 0.52 1.37 0.19 -0.06
C 10.53674 -0.20437 -5.19901 0.22 1.25 0.17 0.01
H 8.98141 -3.49301 -3.55499 -0.20 -0.15 0.13 0.12
H 8.46752 -3.74231 -5.22015 0.16 -0.27 0.03 0.12
H 6.35150 -2.44668 -4.75469 -0.10 -0.04 -0.09 0.07
H 6.67852 -2.57917 -3.04755 0.04 0.08 0.07 0.07
H 6.30743 -4.01401 -3.95883 0.64 -0.25 -0.22 0.08
H 11.58229 -0.11541 -5.49397 -0.11 -0.13 0.13 0.09
H 10.38803 0.29008 -4.23906 0.07 -0.05 0.11 0.09
H 9.95478 0.38919 -5.90407 -0.29 -0.40 -0.11 0.09
O 2.83055 -1.33019 -9.89716 0.63 -1.20 0.64 0.12
C 2.78993 -0.15365 -9.71935 -1.00 0.58 -0.80 -0.56
O 3.54473 0.56750 -8.87402 0.11 0.40 0.01 -0.02
C 4.40901 -0.11892 -7.97056 0.55 -0.80 0.09 -0.23
C 5.24135 0.85509 -7.17844 -0.06 0.62 0.50 -0.07
C 1.85246 0.72680 -10.52589 1.10 0.27 0.56 0.03
H 5.06893 -0.80881 -8.49652 -0.25 -0.10 -0.28 0.13
H 3.76388 -0.69683 -7.30880 0.14 -0.16 0.11 0.12
H 5.95738 0.39440 -6.49785 -0.34 -0.63 0.07 0.07
H 4.55925 1.44071 -6.56210 0.20 0.35 0.00 0.07
H 5.90308 1.50841 -7.74710 -0.49 0.12 -0.48 0.08
H 1.95857 0.42673 -11.56839 -0.11 0.18 0.07 0.09
H 2.25836 1.71907 -10.32899 -0.68 0.34 -0.50 0.08
H 0.81389 0.61729 -10.21362 0.14 0.02 0.09 0.08
O 1.21264 5.78053 4.38992 -1.50 0.57 -0.11 0.08
C 0.49850 6.67164 3.95852 0.68 -0.90 -0.40 -0.53
O -0.84402 6.67339 3.83447 0.07 0.17 -0.26 -0.03
C -1.65757 5.56417 4.29316 0.02 0.39 -0.20 -0.19
C -3.13068 5.82125 3.97674 -0.57 0.03 0.44 -0.07
C 1.09406 7.91965 3.36920 -0.15 0.56 0.37 0.01
H -1.41340 5.51203 5.35418 -0.43 -0.60 0.02 0.12
H -1.38040 4.66562 3.74187 0.39 -0.07 0.31 0.12
H -3.63419 6.61253 4.53210 0.60 0.49 0.00 0.07
H -3.75105 4.97643 4.27597 0.40 -0.51 0.00 0.07
H -3.35806 5.96050 2.91985 0.44 0.11 -0.05 0.08
H 1.87185 8.25656 4.05449 0.07 0.00 -0.14 0.09
H 0.35673 8.71414 3.25423 0.02 -0.12 -0.05 0.08
H 1.55034 7.71383 2.40093 -0.04 -0.16 0.07 0.09
O -1.21043 1.02573 -1.48386 0.82 -0.58 -1.15 0.09
C -0.53242 0.61852 -0.57405 -2.03 0.64 0.40 -0.54
O 0.23545 -0.48006 -0.55004 -0.01 0.07 0.24 -0.01
C 0.61986 -1.20671 -1.72396 0.80 -0.09 -1.00 -0.21
C 1.95011 -0.60458 -2.20645 -0.34 -0.26 0.61 -0.05
C -0.74791 1.25853 0.78614 0.00 -0.80 0.03 0.02
H -0.10848 -1.26580 -2.53275 -0.44 0.61 0.32 0.11
H 0.78088 -2.24004 -1.41673 -0.05 0.11 0.32 0.12
H 2.39203 -1.05226 -3.09662 -0.37 -0.13 -0.06 0.07
H 2.63560 -0.79203 -1.37997 0.29 0.39 -0.08 0.07
H 1.81174 0.46476 -2.36603 0.16 -0.01 -0.03 0.08
H -1.60769 1.92811 0.80948 0.47 0.44 -0.73 0.08
H 0.17926 1.72566 1.11813 -0.23 -0.19 0.52 0.09
H -1.15196 0.46196 1.41088 0.87 -0.21 0.57 0.08
O -3.49663 -5.88467 -1.25390 -0.72 -0.34 -0.83 0.09
C -4.67097 -5.70027 -1.49951 0.74 1.97 0.93 -0.52
O -5.13449 -4.86214 -2.45566 -1.17 -2.18 0.31 -0.04
C -4.28647 -4.19468 -3.34297 0.30 0.68 0.02 -0.23
C -4.04633 -2.87633 -2.66102 1.12 1.25 -0.70 -0.06
C -5.78372 -6.06475 -0.55399 0.52 -0.46 -0.12 0.03
H -4.80363 -4.10195 -4.29798 -0.26 0.13 0.15 0.12
H -3.37457 -4.74644 -3.57118 0.13 -0.03 0.45 0.12
H -3.48175 -2.23909 -3.34166 0.34 0.14 0.03 0.07
H -3.46250 -2.98123 -1.74657 0.02 -0.20 -0.04 0.08
H -4.91600 -2.26435 -2.42174 -0.42 -0.57 -0.09 0.08
H -5.74220 -7.15167 -0.48342 -0.65 -0.06 -0.01 0.09
H -6.73427 -5.62094 -0.84997 0.07 -0.46 0.01 0.09
H -5.48970 -5.71569 0.43587 0.01 0.17 -0.03 0.08
O -5.58425 1.18455 1.55306 -1.18 -0.54 -1.47 0.06
C -6.33623 0.96945 0.59786 3.05 2.05 0.43 -0.57
O -7.34795 0.18665 0.58570 -2.38 -2.23 -0.19 0.00
C -7.61262 -0.65049 1.72627 -0.36 1.26 0.65 -0.21
C -6.89676 -1.95221 1.61631 0.15 -0.48 0.50 -0.06
C -6.29004 1.66183 -0.75779 0.05 0.19 0.59 0.03
H -8.68750 -0.82024 1.78878 -0.03 0.17 -0.49 0.12
H -7.37098 0.01627 2.55400 0.30 -0.68 0.50 0.12
H -7.08363 -2.35574 0.62116 0.34 -0.06 -0.04 0.08
H -7.32599 -2.66081 2.32465 -0.11 -0.02 0.06 0.08
H -5.84009 -1.88916 1.87625 0.05 0.10 -0.43 0.08
H -6.72581 1.03194 -1.53333 0.24 -0.01 0.08 0.08
H -5.30021 2.03858 -1.01548 -0.15 -0.09 0.10 0.09
H -6.98080 2.49172 -0.60872 0.09 0.31 -0.28 0.09
O -1.62502 -1.18725 -7.51507 1.12 1.03 0.81 0.08
C -0.65623 -1.18080 -6.77132 -1.58 -0.17 -0.73 -0.49
O -0.14380 -0.07277 -6.15389 0.81 -1.60 0.33 -0.02
C -0.55998 1.22559 -6.50872 -0.88 1.25 -0.99 -0.25
C 0.40400 2.31194 -6.07199 0.81 -0.96 0.34 -0.06
C -0.00100 -2.52042 -6.45980 0.01 0.87 -0.17 0.02
H -1.51515 1.47952 -6.04908 -0.32 -0.47 -0.24 0.12
H -0.62606 1.26201 -7.59610 -0.45 -0.02 -0.05 0.12
H 0.15278 3.31379 -6.42027 -0.43 -0.22 -0.05 0.08
H 1.38146 2.07313 -6.49109 0.24 0.11 0.18 0.07
H 0.45733 2.30699 -4.98332 0.20 0.19 0.03 0.07
H -0.43157 -3.22830 -7.16803 0.14 0.12 0.08 0.09
H -0.27673 -2.84072 -5.45507 0.36 0.09 0.10 0.08
H 1.07373 -2.43665 -6.62114 0.03 -0.23 0.37 0.08
```
Forces are in eV/Å.

Computed properties:
Spin multiplicity   1
HOMO   -0.376 Eh
Energy relative to the best compared isomer or geometry (same formula, charge and spin)   1.685 eV
Total charge   0

***

Record 3
Entry from the OMol25 dataset: C20H20BClIrN8O2S3 as an isolated structure (ωB97M-V with the def2-TZVPD basis set).

The geometry in XYZ format:
```
56
Properties=species:S:1:pos:R:3:forces:R:3:nbo_charge:R:1
Ir 0.12587 -0.05422 0.80058 -0.09 -0.14 0.06 0.74
S 1.43580 1.86556 1.23391 0.16 -0.05 -0.22 -0.03
C 0.35222 2.78539 0.27032 0.01 -0.08 -0.01 -0.22
S -0.88430 1.76792 -0.34127 -0.09 -0.02 0.19 -0.03
C 0.46563 4.14905 0.00928 0.06 0.21 0.00 -0.52
C 1.71247 4.82447 0.11628 -0.12 0.00 0.35 0.31
N 2.72118 5.37754 0.20325 0.02 0.01 -0.04 -0.38
C -0.67285 4.90725 -0.36631 0.01 -0.17 -0.25 0.33
N -1.63113 5.49929 -0.62457 -0.01 0.02 0.02 -0.42
B -0.08502 -3.61187 1.40407 -0.04 0.01 0.08 0.19
N -1.16795 -2.83410 0.58355 0.02 -0.01 -0.04 -0.27
C -2.21899 -3.46874 0.04842 0.01 0.00 0.01 -0.02
C -2.99379 -2.55601 -0.64202 -0.02 0.01 0.01 -0.35
C -2.32028 -1.34821 -0.48078 -0.03 0.01 0.07 -0.03
N -1.23328 -1.53417 0.26800 0.02 0.01 -0.07 -0.28
N 1.14918 -2.75252 1.83777 0.02 -0.01 -0.06 -0.26
C 2.21213 -3.31688 2.42471 -0.01 0.00 -0.01 -0.02
C 3.11343 -2.32974 2.77408 0.01 0.00 0.01 -0.35
C 2.50854 -1.15105 2.34873 -0.02 0.00 0.01 -0.03
N 1.32934 -1.42488 1.79142 -0.02 -0.02 -0.02 -0.28
H -0.61415 -4.05028 2.40290 -0.01 0.03 0.01 -0.06
H 0.33208 -4.50279 0.70004 -0.01 -0.02 0.02 -0.05
H -2.33264 -4.52968 0.19435 0.00 0.00 -0.01 0.22
H -3.89117 -2.74279 -1.20482 0.00 0.00 0.00 0.22
H -2.52445 -0.37530 -0.89566 0.02 -0.01 -0.04 0.23
H 2.24371 -4.38528 2.55615 0.01 0.00 -0.01 0.22
H 4.06758 -2.44567 3.25644 0.00 0.00 0.00 0.22
H 2.85520 -0.13302 2.40412 0.02 0.00 -0.02 0.22
C -4.25563 1.75092 1.09977 0.01 0.00 -0.03 -0.43
N -3.27367 1.00535 1.88057 -0.01 0.01 0.00 -0.59
C -2.15320 1.43662 2.45629 -0.05 -0.05 0.04 0.42
S -0.96499 0.23845 2.89214 -0.03 0.01 0.06 -0.15
N -1.89934 2.69525 2.77828 0.10 0.02 -0.17 -0.58
C -2.62281 3.90638 2.40172 0.02 0.02 0.06 -0.43
H -4.90722 1.01823 0.62940 0.00 0.00 0.00 0.22
H -3.77472 2.33404 0.31559 0.01 0.00 0.00 0.23
H -4.86815 2.39431 1.72711 0.00 0.00 0.00 0.20
H -3.23169 0.01189 1.70337 0.00 0.00 0.01 0.43
H -0.93938 2.81118 3.07179 0.00 0.02 0.03 0.44
H -3.61683 3.91479 2.84422 0.00 0.01 -0.01 0.19
H -2.67518 4.03253 1.32365 -0.02 -0.01 -0.03 0.24
H -2.06544 4.75174 2.79615 0.00 -0.01 0.03 0.23
Cl 5.25933 -1.69288 -6.02805 0.00 0.00 0.00 -0.04
C 3.99673 -1.34928 -4.86957 -0.01 0.00 0.00 -0.02
C 2.73733 -0.99956 -5.32702 0.00 0.00 0.00 -0.26
C 1.74036 -0.73512 -4.40123 -0.01 0.00 0.01 -0.18
C 1.99788 -0.81435 -3.03882 0.02 -0.01 0.02 -0.07
C 3.27159 -1.15965 -2.60330 0.01 0.01 -0.01 -0.17
C 4.27890 -1.43227 -3.51706 0.00 0.00 0.00 -0.26
C 0.87632 -0.53043 -2.06132 -0.08 -0.22 0.00 0.76
O -0.24984 -0.31091 -2.48211 0.02 0.03 0.00 -0.67
O 1.26083 -0.59491 -0.83024 0.10 0.39 -0.06 -0.73
H 2.54680 -0.93685 -6.38972 0.00 0.00 0.00 0.22
H 0.74219 -0.46110 -4.71583 0.00 -0.01 -0.01 0.24
H 3.46261 -1.21041 -1.54031 0.00 0.00 0.00 0.24
H 5.27288 -1.70324 -3.18839 0.00 0.00 0.00 0.22
```
Forces are in eV/Å.

Computed properties:
Spin multiplicity   1
HOMO   -0.183 Eh
Energy relative to the best compared isomer or geometry (same formula, charge and spin)   0.000 eV
Total charge   -1

***

Question: What is the spin multiplicity in the third record?
Answer: 1